DFT (ωB97M-V with the def2-TZVPD basis set) results for one molecule with the formula C21H19N5OS at a distorted geometry.

Last columns: bonded neighbours and bond lengths (Å).
Cartesian coordinates (Å):
1 H 1.516 -0.758 1.487  C2 1.081
2 C 1.048 -0.643 2.456  H1 1.081, C13 1.319, C27 1.503
3 C 3.546 1.398 0.787  H4 1.082, C18 1.385, C37 1.388
4 H 3.764 2.078 1.600  C3 1.082
5 C -0.359 -1.000 -3.657  C14 1.394, H28 1.081, C44 1.377
6 H 1.239 3.282 -0.479  C26 1.092
7 H 1.529 1.404 2.863  C27 1.094
8 H 0.352 -1.577 4.201  C13 1.078
9 C 4.183 -0.476 -0.567  C15 1.385, C18 1.384, H36 1.080
10 C -2.560 -1.498 1.908  S11 1.847, H17 1.089, H33 1.089, C39 1.489
11 S -2.491 0.100 2.831  C10 1.847, C19 1.749
12 C -1.545 -1.121 -1.571  C22 1.406, N30 1.374, C44 1.398
13 C 0.828 -1.681 3.239  C2 1.319, H8 1.078, H31 1.076
14 C -1.468 -0.412 -4.264  C5 1.394, C20 1.377, H29 1.080
15 C 3.020 -0.331 -1.306  C9 1.385, C43 1.383, H47 1.080
16 H 5.352 0.286 1.057  C18 1.080
17 H -3.458 -1.999 2.265  C10 1.089
18 C 4.445 0.391 0.479  C3 1.385, C9 1.384, H16 1.080
19 C -1.574 1.043 1.677  S11 1.749, N21 1.302, N42 1.367
20 C -2.616 -0.190 -3.537  C14 1.377, C22 1.395, H34 1.079
21 N -2.051 1.607 0.605  C19 1.302, N25 1.336
22 C -2.669 -0.546 -2.189  C12 1.406, C20 1.395, C46 1.461
23 H -4.529 -0.508 0.533  N35 1.014
24 H 0.453 -1.812 -1.838  C44 1.079
25 N -1.040 2.233 -0.003  N21 1.336, C32 1.307
26 C 1.378 2.626 0.383  H6 1.092, C32 1.485, C37 1.508, H40 1.094
27 C 0.646 0.762 2.808  C2 1.503, H7 1.094, H41 1.094, N42 1.441
28 H 0.535 -1.177 -4.238  C5 1.081
29 H -1.424 -0.135 -5.306  C14 1.080
30 N -1.534 -1.448 -0.237  C12 1.374, C39 1.283
31 H 1.126 -2.675 2.955  C13 1.076
32 C 0.044 2.057 0.705  N25 1.307, C26 1.485, N42 1.364
33 H -1.667 -2.072 2.157  C10 1.089
34 H -3.491 0.257 -3.982  C20 1.079
35 N -3.745 -0.716 -0.075  H23 1.014, C39 1.359, C46 1.394
36 H 4.884 -1.261 -0.808  C9 1.080
37 C 2.376 1.545 0.055  C3 1.388, C26 1.508, C43 1.390
38 O -4.936 0.110 -1.810  C46 1.209
39 C -2.596 -1.224 0.445  C10 1.489, N30 1.283, N35 1.359
40 H 1.733 3.228 1.224  C26 1.094
41 H 0.125 0.779 3.770  C27 1.094
42 N -0.237 1.297 1.802  C19 1.367, C27 1.441, C32 1.364
43 C 2.119 0.672 -0.996  C15 1.383, C37 1.390, H45 1.081
44 C -0.393 -1.354 -2.327  C5 1.377, C12 1.398, H24 1.079
45 H 1.208 0.785 -1.566  C43 1.081
46 C -3.883 -0.327 -1.406  C22 1.461, N35 1.394, O38 1.209
47 H 2.817 -0.999 -2.129  C15 1.080

As for the charge: 0. Its energy relative to the best compared isomer or geometry (same formula, charge and spin) is 0.00 kJ/mol. For the LUMO energy, the calculation gives 0.448 eV. For the total energy, the calculation gives -1558.881530 hartree. Its largest force on an atom is 1.156 eV/Å. The calculation puts the HOMO energy at -8.55 eV.